(1)
Density functional theory data (ωB97M-V with the def2-TZVPD basis set) for C23H15F5N6RuS2 as an isolated structure.

Structure (XYZ):
```
52
Properties=species:S:1:pos:R:3:forces:R:3
Ru 0.2013 -0.3663 -0.0751 0.3 0.1 -0.2
C -1.3913 1.5961 -2.2304 0.0 0.1 0.0
N -0.0735 0.9470 -2.2544 0.0 -0.2 0.1
C 1.0818 1.8530 -2.3659 0.0 0.0 0.0
C 1.8413 1.9255 -1.0767 -0.1 0.0 -0.1
N 1.5278 1.2222 -0.0094 0.1 -0.2 0.1
C 2.4674 1.5376 0.9794 -0.1 0.0 0.0
C 2.6081 1.0723 2.2826 0.0 0.0 0.0
C 3.6520 1.5907 3.0198 0.0 0.0 0.0
C 4.5314 2.5449 2.4790 0.0 0.0 0.0
C 4.3988 3.0075 1.1857 0.0 0.0 0.0
C 3.3456 2.4768 0.4514 0.1 0.1 0.0
N 2.9147 2.6979 -0.8583 -0.1 0.0 0.1
C -1.9842 1.5427 -0.8561 0.1 0.0 0.0
N -1.4052 0.9089 0.1468 -0.3 -0.1 0.2
C -2.2536 1.0483 1.2581 0.1 0.0 -0.1
C -2.1274 0.5822 2.5620 0.0 0.0 0.0
C -3.1457 0.9002 3.4370 0.0 0.0 0.0
C -4.2530 1.6636 3.0308 0.0 0.0 0.0
C -4.3798 2.1343 1.7392 0.0 0.0 0.0
C -3.3518 1.8045 0.8663 -0.1 0.1 0.0
N -3.1413 2.0986 -0.4830 0.0 0.0 0.0
H -2.0669 1.1065 -2.9352 0.0 0.0 0.0
H -1.3182 2.6414 -2.5447 0.0 0.0 0.0
H -0.0429 0.2547 -2.9914 0.0 0.1 0.0
H 0.7558 2.8596 -2.6422 0.0 0.0 0.0
H 1.7494 1.5128 -3.1602 0.0 0.0 0.0
H 1.9339 0.3352 2.7013 0.0 0.0 0.0
H 3.8009 1.2593 4.0376 0.0 0.0 0.0
H 5.3346 2.9255 3.0939 0.0 0.0 0.0
H 5.0773 3.7414 0.7750 0.0 0.0 0.0
H 3.3277 3.3362 -1.5205 0.0 0.0 0.0
H -1.2692 0.0047 2.8853 0.0 0.0 0.0
H -3.0917 0.5609 4.4614 0.0 0.0 0.0
H -5.0253 1.8921 3.7516 0.0 0.0 0.0
H -5.2302 2.7274 1.4343 0.0 0.0 0.0
H -3.7480 2.6471 -1.0735 0.0 0.0 0.0
F -0.1899 -6.8019 -3.1414 0.0 0.1 0.1
C -0.4503 -5.7429 -2.4239 0.0 0.0 0.0
C 0.0034 -4.4894 -2.8648 0.0 0.0 0.0
F 0.6652 -4.4053 -4.0034 0.0 0.0 0.1
C -0.2681 -3.3745 -2.1192 0.0 0.1 -0.1
F 0.1171 -2.1845 -2.5956 0.0 -0.1 0.1
C -0.9950 -3.4470 -0.9078 0.0 -0.2 -0.1
S -1.4064 -2.1317 0.0707 -0.1 0.2 0.1
C -1.4557 -4.7328 -0.5094 0.0 0.1 0.0
F -2.1451 -4.8477 0.6045 0.0 0.0 0.0
C -1.1861 -5.8637 -1.2462 0.0 0.0 -0.1
F -1.6055 -7.0474 -0.8567 0.0 0.0 0.0
S 3.5923 -3.4762 0.3728 0.2 -0.2 0.0
C 2.4703 -2.4327 0.1510 -0.2 0.2 0.0
N 1.6029 -1.6160 -0.0319 -0.1 0.1 -0.1
```
Positions in Å, forces in eV/Å.

The LUMO energy (spin up / spin down) is -5.606 / -8.986 eV. The calculation puts the molar mass at 635.61 g/mol. Its charge is +2. As for the expectation value of S²: 6.061. As for the spin multiplicity: 5. The relative energy (zero: lowest compared OMol25 entry of this formula, charge and spin) comes out at 0.0 kcal per mole. The total energy comes out at -70860.31457 eV.

Atom charges from the natural (NBO) analysis, given in e for atoms 1 to 4: number 1, Ru, carries 1.08; number 2, C, carries -0.28; number 3, N, carries -0.62; number 4, C, carries -0.28



(2)
Density functional theory data (ωB97M-V with the def2-TZVPD basis set) for C23H15F9N2O6S6Ti as an isolated structure in a non-equilibrium geometry.

Structure (XYZ):
```
62
Properties=species:S:1:pos:R:3:forces:R:3
Ti -0.3816 0.3826 0.4110 -1.1 0.4 -0.7
S 0.0060 -0.8760 2.7858 -0.5 0.2 -0.1
C 1.6029 -1.5007 2.7707 0.1 0.2 -0.3
C 2.0084 -2.2488 3.8930 0.0 0.0 0.0
C 3.2706 -2.7750 3.9996 0.1 0.0 0.0
C 4.1912 -2.5961 2.9704 0.2 -0.1 -0.1
C 3.8114 -1.8878 1.8450 0.2 0.0 0.1
C 2.5499 -1.3196 1.7447 -0.2 0.1 -0.1
S 2.2035 -0.4262 0.2255 -0.2 0.6 0.6
C 2.7430 1.2616 0.6627 0.2 -0.3 -0.2
C 1.8455 2.0049 1.6152 1.6 0.6 0.6
C 2.4202 3.0207 2.3607 0.1 -0.9 -0.7
C 1.6010 3.7802 3.2067 -0.9 0.0 0.3
C 0.2826 3.4623 3.3102 0.8 0.4 0.0
C -0.2625 2.3638 2.5622 -1.1 -0.2 0.5
C -1.5550 1.9610 2.7374 0.5 0.0 -0.3
S -2.8166 0.5244 -0.1424 1.0 0.2 0.6
C -2.8078 -0.4123 -1.5960 0.1 -0.5 -0.6
C -3.9788 -1.0981 -1.9359 0.1 0.1 0.1
C -4.0409 -1.9130 -3.0429 -0.1 -0.1 -0.2
C -2.9292 -2.0452 -3.8694 -0.2 0.0 -0.1
C -1.7786 -1.3461 -3.5823 0.0 0.0 0.2
C -1.6860 -0.5244 -2.4532 -0.5 -0.2 0.1
S -0.2058 0.3276 -2.1814 0.6 0.0 0.9
N 0.5623 1.6766 1.6861 0.2 0.1 -0.1
H 1.2776 -2.3929 4.6747 0.0 0.0 0.1
H 3.5464 -3.3356 4.8853 0.0 0.0 0.0
H 5.1851 -3.0172 3.0434 0.0 0.0 0.0
H 4.4973 -1.7623 1.0181 0.1 0.0 0.0
H 2.7601 1.7789 -0.2990 0.1 0.0 0.0
H 3.7611 1.2005 1.0579 -0.2 0.1 -0.1
H 3.4629 3.2628 2.2273 0.1 -0.1 0.0
H 2.0230 4.6039 3.7673 0.0 0.1 0.1
H -0.3826 4.0087 3.9649 0.0 0.0 0.0
H -2.2091 2.5173 3.3886 -0.1 0.0 0.0
H -1.9540 1.0751 2.2516 -0.1 0.1 0.1
H -4.8304 -0.9857 -1.2816 -0.1 -0.1 0.1
H -4.9468 -2.4634 -3.2619 -0.1 0.0 0.0
H -2.9669 -2.6985 -4.7317 0.0 0.0 -0.1
H -0.9063 -1.4405 -4.2131 0.1 0.0 0.0
F -2.4577 -1.8362 1.5546 -0.1 -0.7 -0.1
C -1.9314 -2.9534 1.0273 -0.3 0.2 0.3
F -2.9003 -3.5116 0.2647 0.3 0.1 -0.2
F -1.7377 -3.8186 2.0416 0.3 0.0 -0.1
C -0.6042 -2.6639 0.2017 -1.0 -1.6 0.8
O 0.0455 -3.6219 -0.1574 0.0 0.3 0.0
O -0.4133 -1.4410 0.0119 -0.1 -0.2 -0.7
F 1.4945 2.7068 -1.9744 0.1 -0.1 0.1
C 0.4841 3.3846 -2.5135 0.2 0.1 -0.4
F 0.9050 4.6542 -2.6654 -0.1 -0.1 -0.1
F 0.2924 2.9258 -3.7526 -0.4 0.0 0.2
S -1.0737 3.3298 -1.4016 0.0 0.0 -1.2
O -0.6917 2.4988 -0.2914 0.2 0.3 0.4
O -2.1550 2.9323 -2.2374 -0.1 0.2 -0.1
N -1.2267 4.8553 -1.0333 0.1 -0.1 0.2
S -0.0115 5.5060 -0.2699 -0.1 1.2 1.2
O 0.4104 6.7475 -0.8484 -0.2 0.2 -0.2
O 1.0058 4.5889 0.1382 0.2 -0.1 0.2
C -0.8595 6.1436 1.3021 -0.1 0.1 0.0
F -1.5742 7.2384 1.0001 -0.2 0.1 -0.3
F -1.6984 5.2918 1.8861 0.1 -0.3 -0.2
F 0.0285 6.5335 2.2281 0.3 -0.2 -0.2
```
Positions in Å, forces in eV/Å.

The LUMO energy (spin up / spin down) is 4.262 / 4.266 eV. The calculation puts the molar mass at 826.63 g/mol. Its charge is -2. The total energy comes out at -151947.77750 eV.

Atom charges from the natural (NBO) analysis, given in e for atoms 1 to 4: number 1, Ti, carries 1.29; number 2, S, carries -0.18; number 3, C, carries -0.19; number 4, C, carries -0.23



(3)
Density functional theory data (ωB97M-V with the def2-TZVPD basis set) for C23H15O5SbSc as an isolated structure in a non-equilibrium geometry.

Structure (XYZ):
```
45
Properties=species:S:1:pos:R:3:forces:R:3
O 7.2264 4.2208 -0.5158 -2.2 -1.4 0.2
C 6.2684 3.6081 -0.4262 2.1 1.4 -0.2
Sc 1.9741 1.0956 0.0699 0.6 -0.1 -0.1
O 1.6333 4.3414 1.0866 0.0 -6.6 -1.9
C 1.6562 3.2086 0.7636 -0.1 7.6 2.3
C 3.4607 -0.3844 -0.8405 5.4 -4.0 -2.6
O 4.3304 -1.0449 -1.2673 -4.9 3.6 2.3
C 3.1071 0.8673 1.9954 4.1 -0.3 5.9
O 3.7606 0.8105 2.9654 -3.5 0.3 -5.1
C 2.0479 2.1364 -1.9956 0.8 3.4 -5.4
O 2.1676 2.7594 -2.9733 -0.7 -3.2 4.8
C -1.0155 -3.7554 -3.0477 -0.1 -0.1 0.2
C -0.7389 -2.4871 -3.6056 0.2 0.5 0.2
C -0.4527 -1.4098 -2.7559 -0.4 -0.2 -0.7
C -0.5253 -1.6327 -1.3750 0.2 -0.2 0.4
C -0.7194 -2.8975 -0.8011 -0.2 -0.8 -0.4
C -0.9966 -3.9706 -1.6499 0.0 -0.1 0.3
Sb -0.5145 -0.1565 0.0417 1.0 -0.7 -0.5
C -1.6823 1.4410 -0.4979 -1.3 -0.3 0.5
C -1.3595 2.7247 -0.9307 -0.3 0.1 -0.1
C -2.4159 3.5348 -1.3818 0.0 -0.1 0.1
C -3.7363 3.0328 -1.3477 -0.1 -0.1 0.0
C -4.0438 1.7415 -0.8639 0.3 0.2 0.0
C -2.9975 0.9308 -0.4236 -0.1 0.5 -0.3
C 0.1295 -0.8526 1.9528 -0.9 0.9 -0.4
C -0.8024 -0.4670 2.9231 0.1 -0.1 0.6
C -0.6825 -1.0170 4.1992 -0.1 -0.1 0.1
C 0.3647 -1.9188 4.4697 -0.1 -0.1 0.0
C 1.3119 -2.2580 3.4867 0.1 0.1 -0.3
C 1.2092 -1.6980 2.2053 0.3 -0.2 0.0
H -1.2595 -4.5967 -3.7111 0.2 0.4 0.3
H -0.7681 -2.3221 -4.6965 0.1 -0.2 0.7
H -0.2121 -0.4089 -3.1433 -0.3 -0.6 0.0
H -0.6854 -3.0065 0.2883 -0.1 -0.2 -0.4
H -1.2201 -4.9613 -1.2024 0.2 0.7 -0.6
H -0.3225 3.0791 -0.9086 -0.5 0.0 -0.2
H -2.1976 4.5597 -1.7456 -0.3 -0.8 0.3
H -4.5585 3.6674 -1.7047 0.4 -0.3 0.2
H -5.0713 1.3537 -0.8141 0.5 0.4 -0.1
H -3.1667 -0.0891 -0.0380 -0.3 0.6 -0.3
H -1.5961 0.2397 2.6599 0.1 -0.3 0.4
H -1.4274 -0.7713 4.9698 0.5 -0.1 -0.4
H 0.4350 -2.3818 5.4631 0.0 0.3 -0.5
H 2.1217 -2.9765 3.6936 -0.5 0.5 0.0
H 1.9637 -1.8892 1.4298 -0.4 -0.3 0.3
```
Positions in Å, forces in eV/Å.

The LUMO energy (spin up / spin down) is -11.789 / -13.020 eV. The calculation puts the molar mass at 538.08 g/mol. Its charge is +3. The relative energy (zero: lowest compared OMol25 entry of this formula, charge and spin) comes out at 0.0 kcal per mole. The total energy comes out at -61535.89792 eV.

Atom charges from the natural (NBO) analysis, given in e for atoms 1 to 4: number 1, O, carries -0.42; number 2, C, carries 0.44; number 3, Sc, carries 0.90; number 4, O, carries -0.28



(4)
Density functional theory data (ωB97M-V with the def2-TZVPD basis set) for C23H15O6PPb as an isolated structure in a non-equilibrium geometry.

Structure (XYZ):
```
46
Properties=species:S:1:pos:R:3:forces:R:3
O -0.0311 0.0182 -5.7958 0.1 0.0 2.2
C 0.0325 -0.0061 -4.6593 -0.1 0.0 -2.2
Pb 0.0980 -0.0624 0.3400 -0.4 0.1 0.7
O 2.3476 -2.9977 -0.2216 -1.3 1.7 0.0
C 1.6564 -2.1026 -0.1896 2.1 -2.7 -0.1
C -1.6358 1.9182 -0.2123 -2.9 3.4 -0.2
O -2.3715 2.7928 -0.2520 2.2 -2.6 0.0
C -1.9000 -1.7510 -0.2007 -4.3 -4.0 -0.1
O -2.7524 -2.5325 -0.2290 3.5 3.2 0.0
C 2.0872 1.5640 -0.2164 2.5 2.0 -0.1
O 2.9646 2.2754 -0.2419 -1.5 -1.2 0.0
O 0.1467 -0.0882 2.5308 -0.5 -0.1 -2.0
P -0.6258 -0.0036 3.8696 1.3 0.0 -0.2
C -1.8074 1.3360 3.8221 0.3 1.1 -0.8
C -1.5387 2.4849 4.5811 -0.5 0.2 0.4
C -2.3723 3.6132 4.5252 -0.4 -0.3 -0.5
C -3.4787 3.6034 3.6492 0.3 -0.2 0.1
C -3.6954 2.5048 2.7838 0.3 0.2 0.4
C -2.8015 1.4185 2.8191 -0.7 0.1 0.4
C -1.3857 -1.6008 4.1408 0.5 -0.8 -0.8
C -0.6079 -2.5782 4.7744 0.4 0.0 0.9
C -1.0035 -3.9161 4.8228 -0.6 -0.2 -0.4
C -2.1602 -4.3127 4.1139 0.1 0.5 0.1
C -2.9064 -3.3617 3.3689 0.7 -0.3 0.5
C -2.4673 -2.0293 3.3471 -0.9 0.1 0.1
C 0.8244 0.3141 4.8944 -0.8 -0.1 0.7
C 0.5949 0.3378 6.2733 0.0 0.0 -0.6
C 1.6429 0.5457 7.1425 1.2 0.2 0.6
C 2.9583 0.7230 6.6248 -0.7 -0.1 -0.6
C 3.1897 0.6903 5.2148 -0.3 0.1 1.8
C 2.1130 0.4863 4.3607 0.3 0.1 0.2
H -0.6901 2.4880 5.2567 -0.1 0.0 0.0
H -2.1794 4.4781 5.1783 -0.1 -0.5 -0.5
H -4.1631 4.4651 3.6287 0.4 -0.5 0.0
H -4.5831 2.5121 2.1206 0.9 -0.1 0.3
H -2.9283 0.6198 2.0818 -0.1 0.1 0.4
H 0.3222 -2.2747 5.2838 -0.6 -0.2 -0.2
H -0.4355 -4.6509 5.4220 -0.3 0.5 -0.6
H -2.4746 -5.3662 4.1367 0.1 0.6 0.0
H -3.8275 -3.6834 2.8548 0.7 0.3 0.2
H -3.0226 -1.3054 2.7341 0.1 -0.4 0.5
H -0.4319 0.1909 6.6030 0.2 0.0 0.3
H 1.4398 0.5746 8.2316 0.4 0.0 -0.8
H 3.7987 0.8889 7.3099 -0.4 -0.1 -0.3
H 4.2120 0.8330 4.8381 -0.6 -0.1 0.1
H 2.3581 0.4724 3.3047 -0.5 -0.1 0.0
```
Positions in Å, forces in eV/Å.

The LUMO energy is -7.376 eV. The calculation puts the molar mass at 625.54 g/mol. Its charge is +2. The relative energy (zero: lowest compared OMol25 entry of this formula, charge and spin) comes out at 9.0 kcal per mole. The total energy comes out at -50898.95540 eV.

Atom charges from the natural (NBO) analysis, given in e for atoms 1 to 4: number 1, O, carries -0.45; number 2, C, carries 0.46; number 3, Pb, carries 1.23; number 4, O, carries -0.34



Question: Among the records above, which one has the highest charge?
Answer: C23H15O5SbSc